C8H18KN3PTe | ωB97M-V/def2-TZVPD

Calculated values
Relative energy (zero: lowest compared OMol25 entry of this formula, charge and spin) in kcal/mol: 0.00
HOMO in Eh: -0.402
Charge: +1
Orbital gap in eV: 7.627
E_LUMO in eV: -3.316
Total energy in Eh: -1688.97360

XYZ file:
```
32
Properties=species:S:1:pos:R:3:forces:R:3
K -0.119008 0.034674 -0.502703 0.0437 0.0256 0.0553
C -1.556205 0.294705 5.656659 -0.0032 0.0018 0.0053
N -2.507098 -0.501319 4.882426 0.0096 -0.0071 -0.0033
C -2.247053 -1.917940 5.135288 0.0005 -0.0001 -0.0041
N -0.869707 -2.319979 4.853275 -0.0039 0.0194 -0.0056
C 0.032926 -1.470355 5.628878 0.0006 0.0108 -0.0048
N -0.158599 -0.040170 5.389856 -0.0002 -0.0195 -0.0061
C 0.235171 0.335134 4.037842 0.0027 -0.0184 0.0086
P -0.759085 -0.538755 2.723463 0.0010 0.0095 0.0233
C -2.436051 -0.187938 3.461474 0.0079 -0.0097 -0.0221
C -0.573474 -2.255992 3.427611 0.0059 0.0078 0.0074
H -1.749717 0.116903 6.715449 -0.0021 0.0012 0.0021
H -1.719169 1.353648 5.448981 -0.0018 0.0017 0.0000
H -2.929068 -2.522316 4.534726 -0.0003 0.0003 -0.0002
H -2.448065 -2.115569 6.189155 0.0021 0.0001 0.0013
H 1.065987 -1.738524 5.400774 -0.0011 -0.0012 -0.0013
H -0.147737 -1.662880 6.687420 -0.0004 -0.0008 -0.0011
H 1.294074 0.104635 3.896145 0.0028 0.0053 -0.0087
H 0.120662 1.415040 3.915547 -0.0037 0.0015 -0.0048
H -3.188926 -0.770493 2.924804 -0.0053 0.0007 0.0003
H -2.677547 0.867302 3.312039 -0.0012 0.0028 -0.0018
H 0.449214 -2.601725 3.257162 0.0005 -0.0030 -0.0045
H -1.238022 -2.936454 2.889391 -0.0019 0.0004 0.0015
C 0.242458 -0.261663 -5.438808 0.0637 -0.0171 0.0274
Te -1.110238 0.179469 -3.858569 -0.1030 -0.0445 -0.0934
C -1.762812 2.044519 -4.646542 0.0035 0.0363 0.0394
H -0.316013 -0.624288 -6.295266 -0.0047 0.0121 -0.0032
H 0.930615 -1.028744 -5.093897 -0.0081 -0.0130 -0.0206
H 0.797960 0.636655 -5.692435 -0.0006 0.0036 0.0190
H -0.901820 2.597021 -5.011697 0.0081 -0.0053 0.0177
H -2.241128 2.603564 -3.846794 -0.0196 0.0041 -0.0149
H -2.472927 1.865836 -5.447055 0.0085 -0.0053 -0.0081
```
Positions in Å, forces in eV/Å.

Here are the Mulliken charges for atoms 1 to 8, given in e:
1 K 0.745
2 C -0.924
3 N 0.086
4 C -0.918
5 N 0.088
6 C -0.928
7 N 0.093
8 C -0.721


C2H2N2O | ωB97M-V/def2-TZVPD

Calculated values
Relative energy (zero: lowest compared OMol25 entry of this formula, charge and spin) in kcal/mol: 86.85
HOMO in Eh: -0.372
Orbital gap in eV: 10.987
E_LUMO in eV: 0.872
Total energy in Eh: -262.02551

XYZ file:
```
7
Properties=species:S:1:pos:R:3:forces:R:3
O 0.680240 1.302695 -0.279820 0.0603 0.3434 -0.5028
C 1.284832 0.146849 -0.421701 0.1620 1.0475 -0.4385
N 0.339666 -0.822906 -0.164230 1.0453 0.4911 0.1758
C -0.859333 -0.114248 0.109581 0.1101 0.1006 0.3154
N -0.709498 1.145360 -0.015859 -0.2295 -0.4176 -0.0186
H 1.108910 -1.113089 0.509769 -1.5863 -1.4721 0.3499
H -1.844817 -0.544663 0.262257 0.4381 -0.0929 0.1189
```
Positions in Å, forces in eV/Å.

Mulliken atomic charges, in units of e:
1 O -0.068
2 C -0.219
3 N -0.249
4 C -0.009
5 N -0.238
6 H 0.410
7 H 0.374


C4H4N2O | ωB97M-V/def2-TZVPD

Calculated values
Relative energy (zero: lowest compared OMol25 entry of this formula, charge and spin) in kcal/mol: 83.26
HOMO in Eh: -0.353
Orbital gap in eV: 9.532
E_LUMO in eV: -0.072
SMILES string: C1=CN=CON=C1
Total energy in Eh: -339.44898

XYZ file:
```
11
Properties=species:S:1:pos:R:3:forces:R:3
C -1.057604 -0.415759 0.567826 -0.2407 1.5209 0.2796
C -1.107339 0.056872 -0.717699 0.1983 -1.6885 -1.0908
N 0.014354 0.075194 -1.564957 0.9182 0.0851 0.3786
C 1.113115 0.514395 -1.096498 -1.0171 -0.9353 -1.3723
O 1.105668 1.171497 0.054069 0.6984 1.5555 1.5294
N 1.329567 0.259715 1.140807 -1.7163 -1.1305 -0.0110
C 0.235425 -0.426531 1.332833 -0.1683 -0.5372 0.6658
H -2.028981 -0.608227 1.120702 1.5252 0.0159 -0.7109
H -1.953195 0.050272 -1.444055 -0.1457 0.2143 1.6347
H 2.048032 0.420955 -1.643416 -0.0248 0.0309 0.0422
H 0.300957 -1.098381 2.250387 -0.0271 0.8687 -1.3452
```
Positions in Å, forces in eV/Å.

Here are the Mulliken charges for atoms 1 to 8, given in e:
1 C -0.323
2 C -0.108
3 N -0.384
4 C 0.038
5 O -0.233
6 N -0.431
7 C 0.041
8 H 0.304


C4H6N3OS | ωB97M-V/def2-TZVPD

Calculated values
Relative energy (zero: lowest compared OMol25 entry of this formula, charge and spin) in kcal/mol: 63.57
HOMO (spin up / spin down) in Eh: -0.476 / -0.476
Charge: +1
Orbital gap (spin up / spin down) in eV: 7.328 / 7.329
E_LUMO (spin up / spin down) in eV: -5.635 / -5.634
SMILES string: [H]/N=N/C(=S)C[N+](C)=C=O
Total energy in Eh: -793.29185

XYZ file:
```
15
Properties=species:S:1:pos:R:3:forces:R:3
H -0.992152 -2.855307 3.431269 0.2152 1.2234 -0.5273
N -1.512975 -2.326812 2.682891 -0.9784 -1.0758 -0.1904
N -0.841907 -2.198654 1.669637 1.4770 0.2969 1.5016
C -1.160112 -2.005372 0.376442 -0.8623 -1.9981 -2.2165
S -1.507149 -3.401693 -0.463169 -0.0717 1.5459 0.5816
C -0.850291 -0.732456 -0.353605 2.3425 -0.5564 -1.9580
N 0.110570 0.133848 0.341282 2.0633 -0.9177 0.7406
C 0.883234 1.150358 -0.406894 -1.4485 3.5804 0.6950
C 0.559126 -0.019916 1.513487 0.2913 0.9598 1.9925
O 0.960233 0.177717 2.574768 -0.4572 -0.8652 -1.5735
H -0.387059 -0.875823 -1.437265 -1.1158 -0.2306 2.3700
H -1.629137 -0.053490 -0.451402 -2.3104 0.5995 -0.3880
H 1.335293 0.855707 -1.331937 0.6792 -1.0445 -0.0033
H 0.028707 1.833456 -0.777776 1.5442 -0.4194 0.7696
H 1.587729 1.720620 0.341902 -1.3683 -1.0982 -1.7938
```
Positions in Å, forces in eV/Å.

Here are the Mulliken charges for atoms 1 to 8, given in e:
1 H 0.306
2 N -0.448
3 N 0.107
4 C 0.277
5 S -0.145
6 C -0.483
7 N -0.006
8 C -0.901


C4H6BrNO | ωB97M-V/def2-TZVPD

Calculated values
Relative energy (zero: lowest compared OMol25 entry of this formula, charge and spin) in kcal/mol: 27.16
HOMO in Eh: -0.382
Orbital gap in eV: 11.174
E_LUMO in eV: 0.792
SMILES string: CO[C@H](C#N)CBr
Total energy in Eh: -2859.96627

XYZ file:
```
13
Properties=species:S:1:pos:R:3:forces:R:3
C 1.110825 1.519886 0.007634 -0.4174 -0.6790 1.5605
O 0.170420 0.599269 -0.576349 0.7522 0.8570 0.9545
C -0.204517 -0.416126 0.303975 0.7815 -2.2316 -0.5812
C 0.931828 -1.439281 0.179059 -1.5830 1.4447 0.8589
N 1.918669 -1.994766 0.059359 0.9105 -0.8530 -0.1593
C -1.478760 -0.947191 -0.350689 0.3571 0.5543 -2.2597
Br -2.793678 0.308803 0.135756 -1.3330 0.8655 0.1221
H 0.893482 2.436981 -0.491841 0.2713 0.7642 -0.1083
H 2.178897 1.244652 -0.015279 -0.4498 -0.2641 -0.6869
H 0.898169 1.576145 1.112456 -0.0307 0.4100 -0.9698
H -0.362980 -0.114561 1.382136 0.3058 -0.2262 -1.1761
H -1.955292 -1.900163 -0.275267 0.5562 -0.8546 1.1191
H -1.307066 -0.873650 -1.470956 -0.1209 0.2128 1.3261
```
Positions in Å, forces in eV/Å.

Here are the Mulliken charges for atoms 1 to 8, given in e:
1 C -0.717
2 O -0.291
3 C 0.045
4 C 0.110
5 N -0.434
6 C -0.662
7 Br -0.144
8 H 0.265


C2H8N3S | ωB97M-V/def2-TZVPD

Calculated values
Relative energy (zero: lowest compared OMol25 entry of this formula, charge and spin) in kcal/mol: 79.49
HOMO (spin up / spin down) in Eh: -0.450 / -0.450
Charge: +1
Orbital gap (spin up / spin down) in eV: 5.541 / 5.547
E_LUMO (spin up / spin down) in eV: -6.703 / -6.705
Total energy in Eh: -643.07491

XYZ file:
```
14
Properties=species:S:1:pos:R:3:forces:R:3
C 0.373962 -0.845629 -0.550631 1.8329 -0.3190 0.5037
C -0.791751 -0.064740 -0.524464 -1.2831 1.9656 -0.4175
N 1.098851 -0.654517 1.739042 0.0364 0.5132 0.4322
N 1.212112 -1.083565 0.449888 -1.0908 -0.0654 -1.1700
N -1.180609 0.689050 0.527407 0.0795 -0.4790 0.3213
S -1.092549 1.940454 -2.422995 0.0927 -1.2193 0.6962
H 0.626329 -1.317780 -1.487917 0.1848 0.0112 -0.0199
H -1.539505 -0.297901 -1.267712 -0.1088 -0.3076 0.1101
H 0.077009 2.548255 -2.595076 0.4007 0.0477 0.0314
H 1.569772 -1.255536 2.406014 -0.0065 -0.0415 -0.2428
H 2.062448 -1.605131 0.250257 -0.1985 0.0203 0.0069
H -0.486583 1.232069 1.023732 -0.1133 0.0842 -0.1198
H 0.146645 -0.432815 2.013808 0.0864 -0.2593 -0.1410
H -2.076131 1.147788 0.438647 0.0876 0.0489 0.0091
```
Positions in Å, forces in eV/Å.

Here are the Mulliken charges for atoms 1 to 8, given in e:
1 C -0.131
2 C -0.352
3 N -0.555
4 N 0.155
5 N -0.497
6 S -0.184
7 H 0.370
8 H 0.640


C18H15Cl3N2O2S2V | ωB97M-V/def2-TZVPD

Calculated values
HOMO (spin up / spin down) in Eh: 0.018 / 0.023
Charge: -2
Orbital gap (spin up / spin down) in eV: 3.959 / 3.840
Expectation value of S²: 0.8056
E_LUMO (spin up / spin down) in eV: 4.461 / 4.461
2S+1: 2
Total energy in Eh: -4075.87600

XYZ file:
```
43
Properties=species:S:1:pos:R:3:forces:R:3
V 0.183206 -0.478147 -0.200933 0.4950 0.6991 -0.1389
Cl -3.527735 5.738540 1.082927 0.0425 -0.0706 0.0059
C -2.592500 4.232888 1.087013 0.0058 -0.0132 0.0063
C -2.178845 3.700096 2.304934 -0.0351 0.0527 0.0044
C -1.441007 2.524755 2.281624 -0.0075 0.0173 -0.0152
C -1.084453 1.880481 1.090243 0.1281 -0.2711 0.0958
O -0.293790 0.824980 1.154097 0.0645 0.1008 -0.1454
C -1.556095 2.422797 -0.146920 -0.0528 0.0754 -0.3602
C -1.323248 1.751970 -1.377680 0.1871 0.0480 0.5225
O -0.785571 0.582556 -1.407286 -0.2715 -0.7376 -0.0390
C -2.302154 3.621234 -0.107113 -0.0709 0.1234 0.0299
H -2.417357 4.200084 3.234197 -0.0001 -0.0025 0.0000
H -1.078474 2.077368 3.199733 -0.0153 0.0218 0.0195
H -1.698012 2.162475 -2.315277 0.0072 0.0583 -0.0152
H -2.657715 4.054545 -1.035458 0.0092 -0.0126 0.0017
Cl -0.737083 -2.240164 1.477259 -0.3943 -0.1609 0.1413
C -1.697243 -3.450635 0.656047 0.3372 0.3231 0.1739
C -2.481160 -4.272846 1.436492 -0.0671 -0.1043 -0.1158
C -3.210776 -5.290756 0.833326 0.0457 0.0687 0.0039
C -3.123779 -5.435684 -0.543096 -0.0284 -0.0190 0.0402
C -2.333577 -4.579165 -1.289074 -0.0324 -0.0943 -0.3110
Cl -2.314500 -4.854449 -3.023915 0.0245 0.0475 0.1555
C -1.567599 -3.528552 -0.746484 0.0011 0.0976 -0.0349
S -0.606011 -2.441689 -1.687383 -0.0149 -0.2492 0.1134
H -2.508293 -4.113099 2.506103 0.0005 -0.0139 0.0007
H -3.828794 -5.955545 1.422854 -0.0048 0.0023 -0.0071
H -3.674031 -6.213858 -1.055770 0.0037 0.0044 -0.0015
C 2.378069 2.322678 0.305939 -0.1155 0.1376 -0.1773
N 3.404048 1.349088 0.039591 -0.0303 -0.1142 0.2767
C 4.553338 1.663076 -0.658400 0.0547 -0.0657 -0.1932
C 5.141386 0.552629 -1.118268 -0.0923 0.1254 0.0607
N 4.403372 -0.571998 -0.662752 -0.0810 -0.0691 -0.0500
C 3.055926 -0.070780 -0.235844 0.1252 0.2314 -0.1090
S 2.330490 -0.963197 1.175773 -0.2220 -0.1346 -0.1571
H 2.744706 3.313895 0.023202 0.0773 -0.0153 0.1098
H 2.078413 2.335510 1.355328 0.0118 -0.0938 0.0126
H 1.473974 2.148553 -0.284001 -0.0167 -0.0472 -0.0342
H 4.912078 2.680814 -0.710175 -0.0149 -0.0041 0.0101
H 6.103937 0.464642 -1.597280 -0.0085 -0.0656 0.0153
H 4.272691 -1.292772 -1.360191 0.0222 -0.0183 0.0249
C 1.962419 -0.208226 -1.285305 -0.1274 0.1287 0.0632
H 2.053609 -1.199977 -1.745289 -0.0097 -0.0029 -0.0131
H 1.968133 0.555888 -2.072796 0.0701 0.0166 0.0295
```
Positions in Å, forces in eV/Å.

Here are the Mulliken charges for atoms 1 to 8, given in e:
1 V 0.173
2 Cl -0.311
3 C 0.472
4 C -0.681
5 C -0.455
6 C 0.265
7 O -0.293
8 C 0.988


FNO2PdS2 | ωB97M-V/def2-TZVPD

Calculated values
HOMO (spin up / spin down) in Eh: -0.344 / -0.356
Orbital gap (spin up / spin down) in eV: 8.564 / 6.533
Expectation value of S²: 2.0098
E_LUMO (spin up / spin down) in eV: -0.794 / -3.161
2S+1: 3
Total energy in Eh: -1229.14743

XYZ file:
```
7
Properties=species:S:1:pos:R:3:forces:R:3
Pd 0.648249 -1.867963 -0.349018 10.4760 -3.0487 -4.4204
N -0.007960 0.711645 -0.632445 2.8119 -0.4314 -0.3702
S -1.187982 -0.016616 0.422393 -4.6464 0.6715 -0.2621
O -2.456158 0.273814 -0.328427 2.6154 -0.6021 1.5927
O -0.876464 -1.558187 0.272666 -9.8582 2.4416 3.9343
S 1.508788 0.282674 -0.605982 -0.1994 0.8643 1.2023
F 2.322033 0.346798 0.972406 -1.1993 0.1048 -1.6767
```
Positions in Å, forces in eV/Å.

Mulliken atomic charges, in units of e:
1 Pd 0.679
2 N -0.190
3 S 0.761
4 O -0.521
5 O -0.727
6 S 0.308
7 F -0.311